{
  "formula": "C6H6",
  "method": "ωB97M-V/def2-TZVPD",
  "species": ["C", "C", "C", "C", "C", "C", "H", "H", "H", "H", "H", "H"],
  "xyz": [[2.2802, -1.3386, 0.3537], [1.2114, -0.7932, 0.2573], [-0.0321, -0.1557, -0.0141], [-1.1177, -0.8909, -0.7479], [-0.0981, 1.1553, 0.0995], [-0.3949, 2.2608, 0.6919], [3.2370, -1.8036, 0.3740], [-0.8054, -0.9463, -1.7925], [-1.2560, -1.9061, -0.3698], [-2.0693, -0.3517, -0.6975], [-0.6642, 1.4469, 1.4669], [-0.2909, 3.3230, 0.3787]],
  "atomic_forces_ev_per_a": [[-0.2, 0.1, 0.0], [0.5, -0.4, -0.2], [0.3, 0.1, -0.8], [-0.1, -0.2, -0.2], [0.5, -0.4, -1.1], [0.0, -1.2, 0.2], [-0.1, 0.0, 0.1], [-0.3, -0.3, -0.1], [0.1, 0.1, 0.0], [0.2, -0.1, 0.0], [-0.7, 3.5, 1.2], [-0.3, -1.1, 0.9]],
  "smiles": "C#CC(C)=C=C",
  "homo_lumo_gap_ev": 9.085,
  "max_force_ha_per_bohr": 0.0725,
  "total_charge": 0,
  "homo_energy_ev": -8.34,
  "lumo_energy_ev": 0.7,
  "relative_energy_kcal_mol": 123.8
}